{
  "formula": "C22H25IN6O6PtSe",
  "method": "the ωB97M-V functional and the def2-TZVPD basis",
  "homo_lumo_gap_ev": [7.11, 5.76],
  "e_above_lowest_kcal_mol": 0.00,
  "lumo_energy_ev": [-0.2, -2.3],
  "spin_multiplicity": 5,
  "elements": ["Pt", "I", "C", "C", "C", "C", "C", "C", "C", "C", "C", "C", "H", "H", "H", "H", "H", "H", "N", "C", "C", "C", "C", "C", "N", "H", "H", "H", "H", "H", "H", "C", "C", "N", "C", "N", "C", "C", "C", "N", "C", "H", "H", "H", "H", "H", "H", "H", "H", "H", "H", "H", "H", "H", "O", "N", "O", "O", "Se", "O", "O", "O"],
  "xyz": [[0.68, 0.12, 0.82], [0.30, 2.44, 2.77], [-0.68, 3.32, 1.16], [-1.44, 4.42, 1.43], [-2.06, 5.14, 0.39], [-1.87, 4.75, -0.90], [-1.08, 3.62, -1.20], [-0.84, 3.27, -2.56], [-0.05, 2.21, -2.87], [0.47, 1.39, -1.85], [0.26, 1.66, -0.51], [-0.49, 2.84, -0.17], [-1.56, 4.76, 2.45], [-2.67, 6.00, 0.63], [-2.31, 5.30, -1.72], [-1.30, 3.87, -3.33], [0.14, 1.95, -3.91], [1.01, 0.50, -2.13], [3.33, 1.99, 1.02], [3.50, 1.05, 1.98], [4.59, 1.14, 2.87], [4.76, 0.17, 3.82], [3.86, -0.89, 3.89], [2.81, -0.92, 3.01], [2.62, 0.03, 2.07], [4.04, 2.69, 0.89], [2.60, 1.91, 0.33], [5.27, 1.98, 2.79], [5.59, 0.24, 4.51], [3.96, -1.68, 4.63], [2.06, -1.69, 3.02], [-4.08, -1.98, -1.15], [-3.66, -0.53, -1.04], [-2.21, -0.43, -0.89], [-1.36, -1.45, -1.18], [-0.11, -1.35, -0.80], [0.82, -2.45, -1.03], [0.10, -3.77, -1.23], [-0.94, -3.57, -2.31], [-1.83, -2.48, -1.93], [-3.25, -2.60, -2.25], [-5.14, -2.06, -1.37], [-3.87, -2.49, -0.21], [-4.12, -0.05, -0.17], [-3.98, 0.03, -1.93], [-1.92, 0.06, -0.05], [1.47, -2.53, -0.16], [1.45, -2.23, -1.90], [-0.40, -4.05, -0.30], [0.80, -4.55, -1.51], [-1.55, -4.46, -2.44], [-0.46, -3.35, -3.27], [-3.47, -3.66, -2.35], [-3.46, -2.13, -3.22], [4.15, -2.20, -0.53], [3.97, -1.03, -0.56], [3.07, -0.35, -0.94], [0.44, -1.85, 1.86], [-1.17, -1.67, 2.34], [-2.14, -2.64, 1.49], [-1.32, -0.06, 1.76], [-1.30, -1.71, 3.93]]
}

***

{
  "formula": "C22H25IrNO3P",
  "method": "the ωB97M-V functional and the def2-TZVPD basis",
  "homo_lumo_gap_ev": 6.94,
  "e_above_lowest_kcal_mol": 1.91,
  "charge": 2,
  "lumo_energy_ev": -7.9,
  "spin_multiplicity": 1,
  "elements": ["Ir", "O", "C", "O", "C", "P", "C", "C", "C", "C", "C", "C", "C", "C", "C", "C", "C", "C", "H", "H", "H", "H", "H", "H", "H", "H", "H", "H", "H", "H", "N", "C", "C", "C", "C", "C", "C", "H", "H", "H", "H", "H", "H", "H", "C", "C", "O", "H", "H", "H", "H", "H", "H"],
  "xyz": [[-0.33, -0.25, 0.03], [-1.27, -3.72, -1.76], [-0.63, -2.87, -1.23], [-1.24, -1.89, -0.53], [0.90, -2.87, -1.24], [1.49, -1.20, -0.89], [0.61, -0.12, -2.04], [0.59, 1.25, -1.66], [-0.20, 2.17, -2.37], [-0.95, 1.74, -3.44], [-0.94, 0.38, -3.83], [-0.17, -0.53, -3.15], [3.26, -1.06, -0.89], [3.90, -0.05, -1.61], [5.28, 0.02, -1.59], [6.01, -0.90, -0.86], [5.37, -1.91, -0.14], [3.99, -1.99, -0.15], [1.28, -3.26, -2.17], [1.23, -3.54, -0.44], [1.30, 1.62, -0.93], [-0.18, 3.22, -2.10], [-1.55, 2.45, -4.00], [-1.52, 0.07, -4.69], [-0.16, -1.56, -3.48], [3.33, 0.65, -2.21], [5.78, 0.79, -2.16], [7.09, -0.85, -0.85], [5.95, -2.63, 0.42], [3.50, -2.78, 0.41], [-2.39, 0.54, -0.07], [-3.09, 0.91, 1.14], [-3.83, -0.06, 1.81], [-4.44, 0.27, 3.01], [-4.31, 1.55, 3.53], [-3.59, 2.52, 2.84], [-2.98, 2.20, 1.64], [-2.88, -0.23, -0.54], [-2.40, 1.32, -0.73], [-3.95, -1.05, 1.38], [-5.03, -0.47, 3.54], [-4.79, 1.81, 4.47], [-3.52, 3.52, 3.23], [-2.42, 2.95, 1.08], [0.33, 1.25, 2.40], [-0.54, 0.15, 2.98], [-0.59, -0.91, 1.98], [0.13, 2.20, 2.89], [0.08, 1.47, 1.33], [1.40, 1.03, 2.47], [-1.55, 0.51, 3.18], [-0.11, -0.27, 3.88], [-1.25, -1.60, 2.16]]
}

***

{
  "formula": "C22H25MgN2S3Si2",
  "method": "the ωB97M-V functional and the def2-TZVPD basis",
  "homo_lumo_gap_ev": 5.45,
  "e_above_lowest_kcal_mol": 15.44,
  "charge": -1,
  "lumo_energy_ev": 2.3,
  "spin_multiplicity": 1,
  "elements": ["Mg", "C", "Si", "C", "C", "C", "C", "C", "C", "C", "Si", "C", "C", "H", "H", "H", "H", "H", "H", "H", "H", "H", "H", "H", "H", "H", "H", "H", "H", "S", "C", "N", "C", "C", "C", "C", "C", "C", "S", "H", "H", "H", "H", "S", "C", "N", "C", "C", "C", "C", "H", "H", "H", "H", "H"],
  "xyz": [[-0.17, 0.45, -1.57], [1.47, 2.67, 1.33], [-0.11, 1.85, 0.64], [-1.44, 3.18, 1.02], [-0.48, 0.47, 1.94], [-0.68, 0.90, 3.26], [-0.93, 0.01, 4.30], [-0.99, -1.35, 4.03], [-0.80, -1.79, 2.73], [-0.55, -0.91, 1.66], [-0.32, -1.67, -0.10], [1.02, -3.00, 0.20], [-1.91, -2.70, -0.32], [1.30, 3.01, 2.36], [1.78, 3.52, 0.73], [2.29, 1.95, 1.34], [-1.33, 3.58, 2.03], [-2.45, 2.78, 0.93], [-1.36, 4.01, 0.32], [-0.64, 1.96, 3.49], [-1.08, 0.38, 5.31], [-1.19, -2.06, 4.83], [-0.86, -2.85, 2.53], [0.71, -3.72, 0.97], [1.96, -2.54, 0.52], [1.22, -3.55, -0.72], [-2.05, -3.45, 0.46], [-1.90, -3.21, -1.29], [-2.79, -2.04, -0.31], [0.02, 0.01, -4.21], [-1.65, 0.18, -3.84], [-2.04, 0.53, -2.63], [-3.42, 0.56, -2.51], [-4.11, 0.86, -1.33], [-5.49, 0.86, -1.36], [-6.18, 0.56, -2.54], [-5.50, 0.25, -3.70], [-4.11, 0.25, -3.68], [-2.97, -0.12, -4.94], [-3.55, 1.09, -0.43], [-6.04, 1.08, -0.45], [-7.27, 0.55, -2.53], [-6.05, 0.01, -4.61], [2.95, 0.14, -0.96], [4.55, -0.04, -0.67], [4.99, -0.37, 0.60], [6.28, -0.55, 0.97], [7.29, -0.41, 0.08], [6.93, -0.06, -1.26], [5.64, 0.12, -1.62], [4.25, -0.48, 1.27], [6.44, -0.81, 2.01], [8.31, -0.55, 0.38], [7.71, 0.07, -2.00], [5.35, 0.39, -2.63]]
}

***

{
  "formula": "C22H25N2O4Pb",
  "method": "the ωB97M-V functional and the def2-TZVPD basis",
  "homo_lumo_gap_ev": 5.86,
  "e_above_lowest_kcal_mol": 0.00,
  "charge": -1,
  "lumo_energy_ev": 1.9,
  "spin_multiplicity": 1,
  "elements": ["C", "C", "C", "H", "C", "C", "H", "C", "C", "C", "H", "C", "C", "H", "H", "H", "H", "H", "H", "Pb", "C", "C", "C", "H", "H", "H", "H", "H", "H", "C", "C", "H", "H", "O", "N", "C", "H", "C", "C", "H", "C", "H", "C", "H", "C", "H", "C", "H", "H", "H", "O", "N", "O", "O"],
  "xyz": [[-3.44, -0.78, -0.86], [-2.25, -0.97, -1.60], [-1.29, -1.59, -0.75], [-2.09, -0.67, -2.62], [-1.90, -1.80, 0.51], [-3.24, -1.32, 0.45], [-1.45, -2.32, 1.36], [-2.09, 3.26, -0.58], [-1.95, 2.50, -1.77], [-0.65, 1.95, -1.80], [-2.71, 2.36, -2.53], [0.04, 2.36, -0.63], [-0.87, 3.17, 0.15], [-0.28, -1.87, -1.03], [-4.01, -1.42, 1.22], [-4.35, -0.31, -1.23], [-0.60, 3.72, 1.05], [-0.21, 1.32, -2.57], [-2.95, 3.85, -0.27], [-2.18, 1.08, 1.51], [1.44, 2.04, -0.23], [2.11, 3.32, 0.32], [2.25, 1.53, -1.44], [2.05, 4.11, -0.44], [3.16, 3.11, 0.55], [1.62, 3.66, 1.23], [2.21, 2.29, -2.24], [1.84, 0.58, -1.82], [3.29, 1.38, -1.14], [1.37, 0.94, 0.87], [2.72, 0.53, 1.45], [0.89, 0.04, 0.44], [0.73, 1.27, 1.71], [3.74, 1.21, 1.39], [2.79, -0.68, 2.07], [1.78, -1.72, 2.17], [3.66, -0.86, 2.56], [1.76, -2.66, 0.98], [0.88, -3.75, 0.98], [0.24, -3.90, 1.86], [0.81, -4.60, -0.12], [0.09, -5.42, -0.11], [1.65, -4.41, -1.22], [1.60, -5.09, -2.07], [2.55, -3.35, -1.21], [3.22, -3.18, -2.04], [2.61, -2.48, -0.11], [3.33, -1.66, -0.09], [0.79, -1.25, 2.28], [1.97, -2.29, 3.09], [-5.57, 2.63, 1.70], [-5.23, 2.24, 0.60], [-5.78, 2.43, -0.49], [-4.08, 1.46, 0.51]]
}

***

Number 1: M 870.42 g mol⁻¹. Number 2: M 574.64 g mol⁻¹. Number 3: M 494.13 g mol⁻¹. Number 4: M 588.65 g mol⁻¹.